# 1
Density functional theory data (ωB97M-V/def2-TZVPD) for C14H18N2O in the gas phase in a non-equilibrium geometry.

ΔE to the lowest compared entry with this formula, charge and spin (eV): 14.586
DFT total energy (eV): -19824.2245
Frontier orbital gap (eV): 9.5930
SMILES: COc1cccc(C2(C#N)CCN(C)CC2)c1

The geometry in XYZ format:
```
35
Properties=species:S:1:pos:R:3:lowdin_charge:R:1
C 5.306 0.121 -0.272 -0.19
O 4.227 -0.536 -0.475 -0.07
C 2.967 -0.102 -0.019 -0.28
C 2.820 1.029 0.391 -0.05
C 1.497 1.569 1.010 0.03
C 0.340 0.730 1.028 -0.02
C 0.518 -0.405 0.215 -0.22
C -0.730 -1.132 0.193 -0.48
C -0.354 -2.619 0.162 -0.03
N 0.051 -4.004 0.233 0.08
C -1.752 -1.041 1.282 -0.06
C -2.958 -0.323 0.577 -0.27
N -2.515 0.740 0.008 -0.22
C -3.368 1.663 -0.296 -0.22
C -1.915 0.282 -1.455 -0.03
C -1.403 -1.025 -1.069 -0.21
C 1.723 -0.850 -0.189 0.08
H 5.352 1.031 -0.952 0.13
H 5.471 0.244 0.660 0.03
H 6.005 -0.585 -0.756 0.12
H 3.683 1.895 0.658 0.18
H 1.432 2.628 1.238 0.09
H -0.521 1.351 1.112 0.10
H -1.416 -0.670 2.223 0.11
H -2.112 -2.141 1.645 0.17
H -3.485 -0.059 1.544 0.16
H -3.615 -0.794 0.122 0.06
H -2.956 2.569 -0.830 0.10
H -4.183 1.594 -0.977 0.07
H -3.764 2.274 0.726 0.16
H -1.084 1.162 -1.896 0.20
H -2.538 0.293 -2.182 0.04
H -2.072 -1.755 -1.320 0.11
H -0.586 -1.225 -1.817 0.16
H 1.937 -1.909 -0.522 0.15
```

# 2
Density functional theory data (ωB97M-V/def2-TZVPD) for C14H18N2O5 in the gas phase.

ΔE to the lowest compared entry with this formula, charge and spin (eV): 1.987
DFT total energy (eV): -28027.8702
Frontier orbital gap (eV): 8.7977
SMILES: COC(=O)Nc1ccc(OCC(=O)N2CCOCC2)cc1

The geometry in XYZ format:
```
39
Properties=species:S:1:pos:R:3:lowdin_charge:R:1
C 0.964 -6.582 -0.687 -0.06
O 1.379 -5.303 -0.232 -0.04
C 0.383 -4.389 -0.091 -0.55
O -0.774 -4.620 -0.326 0.10
N 0.927 -3.224 0.346 0.15
C 0.288 -2.009 0.622 -0.22
C 1.066 -0.942 1.055 -0.01
C 0.499 0.287 1.339 0.00
C -0.871 0.462 1.190 -0.27
O -1.546 1.634 1.419 -0.07
C -0.825 2.748 1.893 -0.09
C 0.243 3.320 0.952 -0.45
O 1.343 3.609 1.390 0.05
N -0.096 3.542 -0.331 -0.04
C -1.344 3.223 -0.981 -0.10
C -1.125 2.023 -1.927 -0.16
O 0.222 1.932 -2.340 -0.12
C 0.789 3.197 -2.577 -0.18
C 0.932 3.982 -1.259 -0.09
C -1.653 -0.609 0.761 0.00
C -1.086 -1.833 0.479 0.00
H 0.252 -7.023 0.013 0.10
H 0.489 -6.502 -1.667 0.10
H 1.865 -7.186 -0.747 0.09
H 1.929 -3.239 0.478 0.15
H 2.133 -1.067 1.170 0.11
H 1.137 1.091 1.666 0.11
H -1.579 3.520 2.080 0.14
H -0.321 2.519 2.840 0.14
H -1.652 4.106 -1.554 0.13
H -2.119 2.991 -0.255 0.12
H -1.338 1.079 -1.422 0.11
H -1.785 2.120 -2.803 0.13
H 1.769 3.012 -3.020 0.13
H 0.177 3.757 -3.300 0.12
H 0.837 5.059 -1.440 0.13
H 1.896 3.791 -0.784 0.12
H -2.716 -0.461 0.655 0.12
H -1.697 -2.654 0.146 0.10
```

# 3
Density functional theory data (ωB97M-V/def2-TZVPD) for 2 unconnected molecules or ions with the total composition C14H19Br4FN7 in a non-equilibrium geometry.

Charge: +1
DFT total energy (eV): -308120.3346
Frontier orbital gap (eV): 7.9374

The geometry in XYZ format:
```
45
Properties=species:S:1:pos:R:3:lowdin_charge:R:1
C 0.840 -2.878 -5.346 -0.15
N 0.742 -3.044 -3.816 -0.14
C -0.056 -1.791 -3.397 -0.19
N -0.624 -1.866 -2.007 -0.13
N -1.920 -2.426 -1.904 0.07
C -0.064 -1.466 -0.830 -0.11
N -0.721 -1.535 0.530 0.15
C 0.270 -0.934 1.509 -0.03
C -0.054 -0.756 3.126 -0.08
C -1.414 0.105 3.586 0.01
C -1.534 0.170 5.241 -0.03
C -0.486 -0.467 6.309 -0.06
N 0.697 -1.233 5.827 0.00
C 0.843 -1.350 4.348 -0.06
N 1.501 -0.571 0.701 -0.02
F 2.636 0.007 1.238 0.08
N 1.306 -0.882 -0.665 0.00
C 2.460 -0.581 -1.576 -0.62
Br 3.660 -1.885 -2.502 0.66
C 2.753 0.888 -1.827 -0.59
C 1.881 2.108 -1.104 -0.17
Br 4.260 1.415 -3.031 0.65
H -0.198 -3.267 -5.789 0.10
H 0.920 -1.743 -5.667 0.10
H 1.687 -3.537 -5.821 0.10
H 0.140 -3.907 -3.713 0.11
H 0.590 -0.833 -3.627 0.14
H -0.963 -1.750 -4.174 0.14
H -1.871 -3.463 -1.807 0.12
H -2.523 -2.119 -2.698 0.12
H -2.182 0.569 2.836 0.09
H -2.479 0.739 5.685 0.10
H -0.657 -0.326 7.482 0.13
H 1.786 -1.992 3.990 0.12
H 1.859 3.075 -1.769 0.10
H 2.427 2.409 -0.088 0.08
H 0.792 1.750 -0.771 0.02
Br -3.064 4.090 -0.549 0.61
C -2.804 4.090 1.384 -0.69
C -1.374 4.422 1.744 -0.66
Br -0.200 2.892 1.453 0.68
H -3.127 3.112 1.750 0.04
H -3.485 4.858 1.762 0.06
H -1.287 4.649 2.810 0.06
H -0.963 5.255 1.166 0.06
```

# 4
Density functional theory data (ωB97M-V/def2-TZVPD) for a molecular structure, C14H19BrInN2SbSe.

ΔE to the lowest compared entry with this formula, charge and spin (eV): 0.017
Charge: +2
DFT total energy (eV): -164891.3611
Frontier orbital gap (eV): 8.2403

The geometry in XYZ format:
```
39
Properties=species:S:1:pos:R:3:lowdin_charge:R:1
In 0.682 0.093 -0.535 0.43
C -2.527 -2.325 -4.623 -0.01
C -1.344 -2.429 -3.707 -0.21
C -0.447 -3.494 -3.760 0.05
C 0.649 -3.554 -2.908 -0.04
C 0.805 -2.523 -2.015 -0.69
Br 2.271 -2.430 -0.813 0.90
N -0.037 -1.492 -1.931 -0.12
C -1.090 -1.443 -2.765 -0.04
H -2.605 -3.202 -5.261 0.09
H -2.441 -1.447 -5.264 0.10
H -3.453 -2.233 -4.055 0.10
H -0.599 -4.287 -4.481 0.14
H 1.357 -4.370 -2.948 0.13
H -1.738 -0.580 -2.672 0.14
C -0.353 -2.202 2.598 -0.26
Sb -0.221 -0.162 2.077 1.34
C 1.081 0.780 3.439 -0.23
C -2.133 0.683 2.354 -0.25
H -0.713 -2.273 3.623 0.04
H 0.631 -2.658 2.522 0.02
H -1.051 -2.703 1.930 0.03
H 0.660 0.652 4.435 0.04
H 1.145 1.838 3.193 0.00
H 2.064 0.318 3.388 0.04
H -2.396 0.562 3.403 0.04
H -2.862 0.169 1.731 0.03
H -2.094 1.739 2.101 0.02
Se 1.712 2.010 -1.634 0.76
C 1.584 2.978 0.047 -0.68
C 2.697 3.094 0.864 -0.10
C 2.556 3.795 2.059 -0.13
N 1.414 4.348 2.457 0.08
C 0.366 4.259 1.644 -0.13
C 0.393 3.583 0.430 -0.12
H 3.650 2.663 0.591 0.11
H 3.404 3.909 2.725 0.13
H -0.540 4.758 1.973 0.12
H -0.478 3.576 -0.214 0.11
```

# 5
Density functional theory data (ωB97M-V/def2-TZVPD) for a molecular structure, C14H19BrNO2OsS4.

Charge: +3
DFT total energy (eV): -136232.7614
Frontier orbital gap (alpha / beta) (eV): 8.7475 / 5.7545
2S+1: 5

The geometry in XYZ format:
```
42
Properties=species:S:1:pos:R:3:lowdin_spin:R:1
Os 0.151 -0.839 0.505 2.31
C -1.011 -1.592 3.556 0.01
C -0.335 -2.831 2.980 0.02
S 1.164 -2.201 2.133 0.04
C 1.919 -3.430 0.998 0.02
C 2.901 -2.651 0.130 0.01
S 2.082 -1.285 -0.811 0.08
C 3.091 0.233 -0.499 0.01
C 2.266 1.432 -0.042 0.01
S 1.645 1.114 1.656 0.22
C 0.061 2.016 1.881 0.01
C -0.801 1.255 2.884 0.01
S -1.419 -0.360 2.237 0.10
H -0.385 -1.109 4.305 0.00
H -1.954 -1.880 4.021 0.00
H -0.967 -3.383 2.285 0.00
H -0.023 -3.491 3.790 0.00
H 1.149 -3.943 0.423 0.00
H 2.467 -4.159 1.596 0.00
H 3.336 -3.323 -0.609 0.00
H 3.705 -2.218 0.726 0.00
H 3.577 0.478 -1.444 0.00
H 3.865 -0.018 0.227 0.00
H 1.426 1.640 -0.702 0.00
H 2.920 2.304 -0.003 0.00
H -0.431 2.147 0.918 0.00
H 0.292 2.995 2.300 0.00
H -1.679 1.854 3.123 0.00
H -0.255 1.063 3.808 0.00
Br -0.452 2.747 -6.024 0.03
C -1.656 2.182 -4.715 0.05
C -3.026 2.446 -4.863 0.08
N -3.809 2.044 -3.904 0.67
C -3.525 1.446 -2.781 0.08
C -2.173 1.183 -2.564 0.04
C -1.253 1.531 -3.547 -0.02
C -1.781 0.564 -1.242 0.03
O -2.606 0.417 -0.368 0.03
O -0.518 0.204 -1.150 0.10
H -3.440 2.979 -5.716 0.02
H -4.305 1.158 -2.080 0.02
H -0.211 1.278 -3.416 0.00
```

# 6
Density functional theory data (ωB97M-V/def2-TZVPD) for a molecular structure, C14H19FeIN5OPS in a non-equilibrium geometry.

Charge: +1
DFT total energy (eV): -86929.4144
Frontier orbital gap (alpha / beta) (eV): 7.1132 / 7.6442
2S+1: 2

The geometry in XYZ format:
```
43
Properties=species:S:1:pos:R:3:lowdin_spin:R:1
Fe -0.356 0.498 -0.157 0.99
N -1.283 -0.658 3.821 0.00
C -1.124 -0.637 2.474 0.00
S -1.691 0.784 1.618 0.00
N -0.546 -1.602 1.864 0.00
N -0.581 -1.351 0.482 -0.03
C -0.910 -2.382 -0.203 -0.01
C -1.250 -2.378 -1.598 0.01
C -1.511 -3.576 -2.277 0.00
C -1.887 -3.562 -3.601 0.01
C -1.990 -2.336 -4.262 0.00
C -1.763 -1.143 -3.599 0.01
C -1.426 -1.154 -2.242 0.00
O -1.243 0.002 -1.612 0.05
H -1.893 0.011 4.255 0.00
H -1.123 -1.532 4.296 0.00
H -0.999 -3.311 0.354 0.00
H -1.411 -4.513 -1.742 0.00
H -2.101 -4.483 -4.123 0.00
H -2.257 -2.315 -5.311 0.00
H -1.865 -0.188 -4.100 0.00
C 2.490 3.153 1.050 0.00
P 0.997 2.109 1.254 -0.02
C 1.195 1.664 3.009 0.00
C -0.250 3.475 1.203 0.00
H 2.493 3.852 1.887 0.00
H 2.471 3.723 0.125 0.00
H 3.402 2.556 1.079 0.00
H 0.971 2.530 3.632 0.00
H 2.233 1.371 3.171 0.00
H 0.562 0.835 3.305 0.00
H -0.484 3.823 2.208 0.00
H -1.180 3.176 0.726 0.00
H 0.161 4.305 0.628 0.00
I 3.747 3.036 -4.070 0.00
C 2.482 1.673 -3.209 0.00
C 1.803 0.640 -3.816 0.00
N 1.099 0.026 -2.863 0.00
N 1.259 0.587 -1.651 0.00
C 2.111 1.594 -1.868 0.00
H 1.788 0.307 -4.840 0.00
H 0.477 -0.761 -2.982 0.00
H 2.457 2.203 -1.067 0.00
```